# 1
C36H40N3P2PdS as an isolated structure, computed with the ωB97M-V functional and the def2-TZVPD basis.

Computed properties:
Net charge ... -1
F_max ... 0.25 eV/A
Highest occupied orbital energy (alpha / beta) ... -3.26 / -3.26 eV

Cartesian coordinates (Å):
Pd -0.6743 -0.5645 0.0161
C 2.3714 -0.6740 1.3064
P 1.4983 -1.5277 -0.1093
C 1.4596 -3.2170 0.6245
C 2.5564 -4.0765 0.6252
C 2.4883 -5.3084 1.2606
C 1.3245 -5.6909 1.9150
C 0.2318 -4.8369 1.9263
C 0.2965 -3.6096 1.2803
C 2.8550 -1.7503 -1.3426
C 2.5488 -2.3852 -2.5467
C 3.5016 -2.5321 -3.5447
C 4.7841 -2.0325 -3.3621
C 5.1062 -1.3994 -2.1702
C 4.1499 -1.2634 -1.1698
C 1.3284 -0.5836 2.3831
C 1.2935 -1.0759 3.6786
C -0.0618 -0.9949 4.0954
C -0.7648 -0.4578 3.0229
C -2.2373 -0.2941 2.8173
P -2.8301 0.0211 1.0823
C -2.5509 1.7826 0.7037
C -1.6212 2.5481 1.3961
C -1.4534 3.8922 1.0867
C -2.2062 4.4749 0.0753
C -3.1297 3.7085 -0.6247
C -3.3042 2.3691 -0.3078
C -4.6265 0.2044 1.6462
C -5.5472 -0.8035 1.3862
C -6.8533 -0.7176 1.8558
C -7.2593 0.3851 2.5916
C -6.3509 1.4003 2.8579
C -5.0470 1.3068 2.3898
N 0.0851 -0.1870 2.0015
H 2.7166 0.3099 0.9702
H 3.2365 -1.2521 1.6414
H 3.4737 -3.7873 0.1250
H 3.3474 -5.9691 1.2466
H 1.2715 -6.6507 2.4146
H -0.6768 -5.1219 2.4422
H -0.5549 -2.9367 1.2821
H 1.5419 -2.7609 -2.6962
H 3.2427 -3.0312 -4.4707
H 5.5256 -2.1356 -4.1448
H 6.1047 -1.0069 -2.0167
H 4.4223 -0.7712 -0.2437
H 2.1260 -1.4772 4.2387
H -0.4722 -1.3117 5.0434
H -2.6740 0.5258 3.4007
H -2.7818 -1.1953 3.1175
H -1.0057 2.0851 2.1596
H -0.7242 4.4796 1.6316
H -2.0674 5.5198 -0.1748
H -3.7061 4.1528 -1.4265
H -4.0081 1.7624 -0.8656
H -5.2328 -1.6577 0.7983
H -7.5546 -1.5152 1.6406
H -8.2777 0.4571 2.9542
H -6.6590 2.2687 3.4281
H -4.3504 2.1109 2.5998
C 3.0795 2.4272 -3.9149
C 2.8113 1.3619 -2.8524
N 1.6223 1.5887 -2.0526
C 1.7611 2.3223 -0.8073
C 1.6236 3.8385 -0.9385
C 0.3593 1.2912 -2.5227
C 0.2818 0.3880 -3.7261
N -0.7475 1.6650 -2.0040
H 3.9688 2.1690 -4.4949
H 3.2389 3.4072 -3.4635
H 2.2385 2.5134 -4.6041
H 3.6594 1.3139 -2.1674
H 2.7594 0.3765 -3.3194
H 2.7432 2.0838 -0.3923
H 1.0274 1.9281 -0.0942
H 2.4270 4.2593 -1.5458
H 1.6637 4.3049 0.0480
H 0.6716 4.1060 -1.3979
H 0.7491 -0.5722 -3.5071
H 0.7771 0.8171 -4.5996
H -0.7691 0.2268 -3.9467
H -0.6193 2.2603 -1.1890
S -2.9514 -1.2786 -0.4500

# 2
C36H41BCl3N8OV as an isolated structure, computed with the ωB97M-V functional and the def2-TZVPD basis.

Computed properties:
2S+1 ... 3
F_max ... 0.92 eV/A
Highest occupied orbital energy (alpha / beta) ... -7.65 / -7.76 eV

Cartesian coordinates (Å):
V -0.0402 -0.4462 0.3138
C -4.6153 -0.8420 -2.8845
C -3.7838 0.1880 -2.1185
C -4.2067 1.6137 -2.4739
C -3.8672 -0.0461 -0.6413
C -5.0444 -0.0130 0.1290
C -4.6349 -0.3169 1.4052
N -3.3090 -0.5088 1.3728
N -2.8174 -0.3444 0.1262
B -2.3497 -0.8949 2.4774
N -1.6163 -2.1924 2.0337
C -1.8331 -3.3721 2.6240
C -1.1163 -4.3337 1.9568
C -0.4475 -3.6528 0.9350
N -0.7801 -2.3522 0.9706
C 0.5073 -4.3734 0.0137
C -0.2028 -4.9602 -1.2097
C 1.7866 -3.6240 -0.3355
N -1.3958 0.2812 2.7835
C -1.3976 1.0199 3.9009
C -0.4141 1.9806 3.7999
C 0.1580 1.7798 2.5393
N -0.4529 0.7572 1.9434
C 1.2746 2.5337 1.8869
C 0.7146 3.7740 1.1887
C 2.3587 2.9031 2.8963
H -4.5012 -0.6999 -3.9613
H -5.6761 -0.7444 -2.6440
H -4.3073 -1.8586 -2.6349
H -2.7471 0.0576 -2.4084
H -5.2548 1.7804 -2.2148
H -4.0918 1.7930 -3.5453
H -3.6069 2.3482 -1.9346
H -6.0454 0.1934 -0.2088
H -5.1816 -0.4164 2.3283
H -2.9327 -1.1469 3.4957
H -2.4832 -3.4338 3.4797
H -1.0448 -5.3841 2.1795
H 0.8215 -5.2322 0.6143
H -0.5760 -4.1942 -1.8867
H -1.0532 -5.5704 -0.9038
H 0.4877 -5.5918 -1.7718
H 1.6130 -2.7764 -0.9966
H 2.4715 -4.3021 -0.8486
H 2.2754 -3.2586 0.5672
H -2.0960 0.8019 4.6909
H -0.1491 2.7273 4.5274
H 1.7220 1.8785 1.1371
H 0.2650 4.4485 1.9212
H -0.0485 3.4938 0.4646
H 1.5093 4.3126 0.6703
H 1.9771 3.5990 3.6469
H 3.1899 3.3923 2.3848
H 2.7395 2.0175 3.4078
Cl -1.1748 1.0353 -6.7747
C -0.9448 1.0075 -5.0552
C -0.7474 -0.1992 -4.4103
C -0.5686 -0.1793 -3.0417
Cl -0.4408 -1.6763 -2.1693
C -0.5720 0.9822 -2.2560
O -0.4110 0.9487 -0.9600
C -0.7948 2.1747 -2.9690
Cl -0.8903 3.6653 -2.0994
C -0.9752 2.1929 -4.3396
H -0.7469 -1.1325 -4.9547
H -1.1478 3.1330 -4.8435
C 2.5062 0.0207 -1.4202
N 1.9806 -0.3440 -0.0874
C 2.8966 -0.6124 0.8138
C 2.5458 -1.0401 2.0807
C 3.3147 -1.3528 3.2271
C 2.4023 -1.7223 4.1923
C 1.1210 -1.6249 3.5860
N 1.2065 -1.2213 2.3287
C 3.3097 1.2985 -1.4146
C 4.6970 1.2731 -1.3121
C 5.4278 2.4529 -1.2764
C 4.7759 3.6745 -1.3536
C 3.3927 3.7093 -1.4701
C 2.6656 2.5290 -1.4987
H 1.6702 0.1320 -2.1016
H 3.1195 -0.7999 -1.8077
H 3.9472 -0.4974 0.5564
H 4.3889 -1.2971 3.3146
H 2.6041 -2.0320 5.2053
H 0.1656 -1.8451 4.0413
H 5.2156 0.3210 -1.2818
H 6.5068 2.4172 -1.1983
H 5.3442 4.5953 -1.3305
H 2.8744 4.6575 -1.5395
H 1.5850 2.5634 -1.5705